[1]
This record from OMol25 describes an isolated molecule of C2H3N3O2 in a non-equilibrium geometry. The level of theory is ωB97M-V/def2-TZVPD.

Structure (XYZ):
```
10
Properties=species:S:1:pos:R:3:mulliken_charge:R:1
O 2.392 -0.473 -0.117 -0.385
N 1.504 0.582 0.098 -0.493
C 0.270 0.184 -0.051 0.538
N -0.737 1.029 -0.287 0.013
N -1.931 0.380 0.004 -0.522
C -1.602 -0.875 0.004 0.066
O -0.306 -1.055 -0.193 -0.281
H 3.365 -0.120 0.059 0.351
H -0.675 2.009 0.169 0.326
H -2.280 -1.662 0.313 0.388
```

The gap between HOMO and LUMO comes out at 9.11 eV. Its energy is -10684.36314 eV. Its HOMO energy is -8.3 eV. The structure (SMILES) is O/N=c1/[nH]nco1. As for the spin multiplicity: 1.


[2]
This record from OMol25 describes C36H33Co2NO6P as an isolated structure in a non-equilibrium geometry. The level of theory is ωB97M-V/def2-TZVPD.

Structure (XYZ):
```
79
Properties=species:S:1:pos:R:3:mulliken_charge:R:1
O 3.120 2.369 0.629 -0.484
C 2.350 1.505 0.687 -0.077
Co 1.203 0.194 0.804 0.941
C 2.046 -0.760 2.045 0.125
O 2.614 -1.149 2.981 -0.452
C 0.139 1.308 1.647 0.537
O -0.405 2.109 2.287 -0.475
C 0.465 -0.228 -0.777 -1.695
C 1.798 -0.618 -0.654 1.911
C 2.887 -1.168 -1.249 -1.649
C 3.950 -1.748 -0.445 0.091
C 5.298 -1.413 -0.714 -0.465
C 6.312 -1.823 0.143 -0.479
C 6.019 -2.659 1.231 -0.435
C 4.698 -3.043 1.481 -0.552
C 3.679 -2.585 0.656 -0.160
Co -0.191 -1.748 0.099 0.220
C 0.232 -3.122 1.076 0.227
O 0.412 -4.088 1.702 -0.551
C -0.769 -2.433 -1.380 -0.396
O -1.226 -2.865 -2.360 -0.519
P -2.011 -1.170 0.948 1.494
C -2.134 -0.995 2.769 0.122
C -3.358 -0.652 3.362 -0.436
C -3.444 -0.487 4.747 -0.698
C -2.325 -0.713 5.553 -0.558
C -1.124 -1.116 4.971 -0.821
C -1.028 -1.260 3.585 0.034
C -2.557 0.429 0.215 0.464
C -2.877 1.539 1.000 -0.863
C -3.166 2.765 0.400 -0.503
C -3.106 2.904 -0.987 -0.669
C -2.781 1.801 -1.780 -0.592
C -2.534 0.561 -1.181 -0.724
C -3.441 -2.281 0.605 0.539
C -4.553 -1.875 -0.145 -0.116
C -5.538 -2.803 -0.502 -0.624
C -5.439 -4.133 -0.085 -0.513
C -4.363 -4.527 0.715 -0.638
C -3.372 -3.606 1.068 -0.437
H -0.014 0.352 -1.553 1.121
H 3.003 -1.108 -2.334 0.442
H 5.496 -0.771 -1.575 0.380
H 7.337 -1.490 -0.026 0.348
H 6.811 -2.993 1.901 0.344
H 4.455 -3.692 2.324 0.388
H 2.649 -2.923 0.797 0.663
H -4.239 -0.506 2.735 0.470
H -4.390 -0.181 5.189 0.383
H -2.396 -0.581 6.633 0.370
H -0.252 -1.315 5.593 0.435
H -0.079 -1.576 3.141 -0.120
H -2.926 1.438 2.081 0.439
H -3.418 3.614 1.035 0.363
H -3.300 3.872 -1.450 0.369
H -2.714 1.889 -2.866 0.421
H -2.296 -0.301 -1.811 0.338
H -4.650 -0.837 -0.460 0.263
H -6.377 -2.477 -1.117 0.392
H -6.194 -4.859 -0.391 0.351
H -4.285 -5.559 1.059 0.388
H -2.538 -3.925 1.698 0.298
C 2.915 5.743 -2.546 -1.215
C 2.481 4.724 -3.595 -0.755
C 2.119 3.330 -3.081 0.481
C 1.837 2.413 -4.275 -0.837
O 1.465 1.142 -3.768 -0.291
N 1.037 3.339 -2.116 -0.241
H 3.166 6.685 -3.040 0.396
H 2.113 5.944 -1.832 0.296
H 3.800 5.405 -2.000 0.293
H 1.621 5.109 -4.159 0.387
H 3.292 4.588 -4.323 0.348
H 2.987 2.934 -2.526 0.139
H 1.006 2.845 -4.852 0.309
H 2.746 2.323 -4.885 0.341
H 1.308 0.546 -4.517 0.226
H 0.310 4.022 -2.308 0.249
H 0.633 2.424 -1.922 -0.103
```

The gap between HOMO and LUMO comes out at 5.69 eV. Its energy is -136184.30497 eV. The charge is -1. Its HOMO energy is -3.1 eV. As for the spin multiplicity: 1.


[3]
This record from OMol25 describes C34H34BIrN12O3 as an isolated structure. The level of theory is ωB97M-V/def2-TZVPD.

Structure (XYZ):
```
85
Properties=species:S:1:pos:R:3:mulliken_charge:R:1
Ir 0.263 0.177 -0.229 0.814
C -1.875 -3.453 1.213 -1.477
C -1.647 -2.082 1.296 -0.402
N -0.645 -1.739 0.494 -0.198
N -0.215 -2.863 -0.123 0.456
C -0.943 -3.910 0.306 -0.009
B 0.954 -2.850 -1.144 0.776
N 2.155 -2.153 -0.439 0.055
C 3.440 -2.490 -0.266 -0.043
C 4.060 -1.503 0.485 -1.546
C 3.068 -0.572 0.740 -0.265
N 1.919 -0.977 0.194 0.439
N 0.529 -1.938 -2.331 0.585
C 0.566 -2.109 -3.661 0.100
C -0.001 -1.004 -4.265 -1.426
C -0.362 -0.170 -3.212 -0.064
N -0.050 -0.752 -2.055 -0.522
N 1.230 -4.243 -1.643 0.256
C 0.395 -4.992 -2.418 -0.425
C 0.979 -6.215 -2.604 -0.998
C 2.193 -6.130 -1.894 -0.304
N 2.338 -4.952 -1.321 -1.088
H -2.607 -4.031 1.747 0.455
H -2.141 -1.344 1.904 0.497
H -0.736 -4.905 -0.049 0.498
H 3.796 -3.429 -0.649 0.591
H 5.085 -1.478 0.807 0.507
H 3.112 0.360 1.277 0.465
H 0.971 -3.012 -4.086 0.619
H -0.138 -0.830 -5.317 0.453
H -0.818 0.806 -3.221 0.526
H -0.551 -4.603 -2.761 0.598
H 0.590 -7.048 -3.162 0.459
H 2.961 -6.878 -1.782 0.459
C 0.161 5.008 4.608 -1.213
C 1.537 5.077 4.011 0.372
C 2.396 6.131 4.303 -0.775
C 3.662 6.213 3.743 -0.804
C 4.103 5.214 2.890 -0.750
C 3.275 4.141 2.599 -0.001
C 1.993 4.086 3.139 0.071
N 1.132 2.980 2.868 0.330
C 0.962 2.360 1.675 0.074
N 1.256 3.111 0.581 0.093
C 1.718 2.690 -0.683 0.042
C 1.623 1.372 -1.109 0.583
C 2.329 0.967 -2.239 -0.333
C 3.039 1.888 -2.984 -1.281
C 3.010 3.231 -2.620 -0.780
C 2.364 3.656 -1.472 1.324
C 2.386 5.104 -1.064 -1.720
N 0.486 1.138 1.598 0.898
C -0.025 0.519 2.790 -0.329
C 0.604 -0.624 3.279 -0.599
C 0.128 -1.268 4.406 -0.759
C -0.986 -0.768 5.062 -1.018
C -1.614 0.365 4.575 -0.976
C -1.165 1.028 3.432 1.838
C -1.958 2.217 2.954 -1.866
H -0.034 5.884 5.221 0.458
H 0.037 4.130 5.249 0.313
H -0.603 4.958 3.831 0.236
H 2.057 6.907 4.978 0.400
H 4.305 7.049 3.981 0.403
H 5.097 5.254 2.465 0.451
H 3.636 3.338 1.968 0.438
H 0.687 2.541 3.661 0.367
H 1.510 4.059 0.814 0.320
H 2.321 -0.074 -2.542 0.287
H 3.589 1.569 -3.858 0.480
H 3.520 3.965 -3.231 0.430
H 2.757 5.721 -1.880 0.433
H 3.042 5.276 -0.205 0.300
H 1.389 5.470 -0.805 0.376
H 1.466 -1.020 2.764 0.313
H 0.628 -2.156 4.768 0.493
H -1.365 -1.257 5.950 0.437
H -2.491 0.751 5.081 0.522
H -2.947 1.893 2.631 0.444
H -1.501 2.746 2.121 0.008
H -2.098 2.932 3.766 0.637
O -1.054 1.629 -0.917 -0.675
N -2.154 1.504 -0.214 0.870
O -3.060 2.257 -0.395 -0.644
O -2.134 0.569 0.598 -0.362
```

The gap between HOMO and LUMO (alpha / beta) comes out at 8.95 / 5.86 eV. Its energy is -63344.27831 eV. The charge is +1. Its HOMO energy (alpha / beta) is -11.1 / -11.1 eV. As for the spin multiplicity: 2.